Entry 1:
ORCA calculation (the ωB97M-V functional and the def2-TZVPD basis) on the molecule C17H18ClNO2.

The geometry in XYZ format:
```
39
Properties=species:S:1:pos:R:3:nbo_charge:R:1
C -7.07294 -1.55086 -0.07449 -0.25
O -5.76469 -1.98857 -0.36100 -0.48
C -4.74474 -1.10366 -0.27290 0.33
C -4.87434 0.23697 0.08487 -0.32
C -3.75477 1.04072 0.13628 -0.14
C -2.48533 0.54995 -0.16994 -0.14
C -1.34778 1.49166 -0.10250 0.57
O -1.47478 2.61246 0.34372 -0.55
C -0.01458 0.99759 -0.63146 -0.53
C 1.02153 2.12992 -0.67600 -0.21
N 2.31136 1.70328 -1.15319 -0.61
C 3.15700 0.88843 -0.43798 0.27
C 3.05871 0.70461 0.94314 -0.32
C 3.98641 -0.06749 1.61441 -0.16
C 5.04177 -0.69308 0.96441 -0.10
C 6.04564 -1.52415 1.70000 -0.62
C 5.12329 -0.50752 -0.41252 0.01
Cl 6.40750 -1.26195 -1.30079 -0.01
C 4.21016 0.25696 -1.10785 -0.31
C -2.36402 -0.79724 -0.52245 -0.18
C -3.47343 -1.60807 -0.56985 -0.26
H -7.71042 -2.42309 -0.20877 0.20
H -7.39070 -0.76112 -0.76218 0.18
H -7.15979 -1.19447 0.95642 0.18
H -5.83785 0.65872 0.32330 0.22
H -3.84415 2.08058 0.41350 0.23
H -0.15629 0.57890 -1.63047 0.22
H 0.34873 0.19938 0.02111 0.24
H 0.66103 2.92125 -1.33729 0.21
H 1.12723 2.56407 0.31995 0.21
H 2.37815 1.59226 -2.15403 0.38
H 2.26368 1.17107 1.50208 0.21
H 3.88850 -0.19030 2.68339 0.21
H 7.04690 -1.11553 1.56641 0.22
H 5.81683 -1.55066 2.76198 0.21
H 6.05283 -2.54372 1.31545 0.22
H 4.31398 0.37493 -2.17631 0.22
H -1.39952 -1.22244 -0.75129 0.22
H -3.39111 -2.64979 -0.83716 0.23
```

Values from the calculation:
SMILES: COc1ccc(C(=O)CCNc2ccc(C)c(Cl)c2)cc1
LUMO level: 0.450 eV
2S+1: 1

***

Entry 2:
ORCA calculation (the ωB97M-V functional and the def2-TZVPD basis) on a cluster of 2 separate species, C2H5BrClN in total in a non-equilibrium geometry.

The geometry in XYZ format:
```
10
Properties=species:S:1:pos:R:3:nbo_charge:R:1
C 0.06770 -0.78894 -0.73399 -0.11
C -1.12030 0.66715 0.71666 -0.69
N 1.35834 -0.38039 -0.50641 -0.59
Cl 1.90091 1.10194 -1.25736 0.11
Br 0.04638 0.56426 2.18595 0.03
H -0.45700 -0.78214 -1.64070 0.20
H -0.16911 -1.58222 -0.15514 0.19
H -2.07029 0.05893 0.83896 0.22
H -1.04620 1.61851 0.06585 0.23
H 1.48957 -0.47710 0.48617 0.39
```

Values from the calculation:
LUMO level (spin up / spin down): 0.447 / 0.446 eV
2S+1: 1

***

Entry 3:
ORCA calculation (the ωB97M-V functional and the def2-TZVPD basis) on the molecule C6H8N2 in a non-equilibrium geometry.

The geometry in XYZ format:
```
16
Properties=species:S:1:pos:R:3:nbo_charge:R:1
C -2.53457 0.22663 -0.01147 -0.65
C -1.28799 -0.54016 -0.23790 -0.12
C -0.05330 0.01976 -0.17659 -0.12
C 0.40262 1.36121 -0.00024 0.01
N 1.64367 1.48999 -0.26055 -0.21
N 2.24384 0.24639 -0.66626 -0.25
C 2.31499 -0.67138 0.56040 -0.27
C 1.17320 -0.77089 -0.41667 -0.14
H -3.18412 -0.11187 -0.79153 0.22
H -2.41846 1.34572 -0.03992 0.21
H -3.00090 -0.06146 0.95419 0.22
H -1.55352 -1.60182 -0.26825 0.21
H -0.15049 2.17947 0.43637 0.21
H 2.15895 -0.06110 1.51914 0.22
H 3.15483 -1.36176 0.48497 0.22
H 1.09124 -1.68872 -1.08568 0.23
```

Values from the calculation:
SMILES: C/C=C1\C=NN2C[C@@H]12
LUMO level: 0.511 eV
2S+1: 1

***

Entry 4:
ORCA calculation (the ωB97M-V functional and the def2-TZVPD basis) on the molecule C2H7NS5 in a non-equilibrium geometry.

The geometry in XYZ format:
```
15
Properties=species:S:1:pos:R:3:nbo_charge:R:1
S -2.53816 0.83575 0.47409 -0.03
C -1.09092 -0.43579 0.39039 -0.31
S -1.72990 -1.78422 -0.51230 0.03
N 0.05029 0.29174 -0.26610 -0.62
S 0.06490 1.99461 -0.00073 0.16
C 1.29368 -0.34409 -0.00756 -0.28
S 2.05076 -0.41817 1.70069 -0.04
S 2.39386 -0.01938 -1.44891 -0.02
H -3.21787 -0.05781 -0.28275 0.12
H -1.07965 -0.77806 1.43873 0.23
H -0.55344 -2.34075 -0.79457 0.11
H -0.34987 2.38083 -1.29200 0.15
H 1.02842 -1.39071 -0.18724 0.21
H 1.33447 0.71983 2.13889 0.14
H 2.34344 1.34623 -1.35063 0.14
```

Values from the calculation:
SMILES: SC(S)N(S)C(S)S
LUMO level: 0.294 eV
2S+1: 1

***

Entry 5:
ORCA calculation (the ωB97M-V functional and the def2-TZVPD basis) on the molecule C5H7N3O2S in a non-equilibrium geometry.

The geometry in XYZ format:
```
18
Properties=species:S:1:pos:R:3:nbo_charge:R:1
C 3.39249 -0.55464 0.10701 -0.10
C 2.42359 -1.48520 -0.24448 -0.12
C 1.56381 0.50528 0.04459 0.12
C -0.96623 0.72750 0.00858 0.63
C -3.25413 0.95332 -0.17287 -0.25
N 2.81359 0.68833 0.32897 -0.47
N 1.26434 -0.75245 -0.36454 -0.19
N 0.05432 -1.06702 -0.89893 -0.66
O -1.14330 0.12543 1.17854 -0.68
O -1.95688 0.83698 -0.81539 -0.47
S 0.37426 1.81124 -0.12422 0.32
H 4.44234 -0.77999 0.16939 0.21
H 2.45234 -2.51245 -0.60437 0.22
H -3.88658 1.34620 -0.87474 0.21
H -3.11674 1.72913 0.66134 0.18
H -3.62758 0.09599 0.34583 0.20
H -0.29098 -1.96809 -0.59318 0.33
H -0.53866 0.30041 1.84848 0.51
```

Values from the calculation:
LUMO level (spin up / spin down): 0.074 / 0.075 eV
2S+1: 1

***

Entry 6:
ORCA calculation (the ωB97M-V functional and the def2-TZVPD basis) on a structure of composition C16H32N in a non-equilibrium geometry.

The geometry in XYZ format:
```
49
Properties=species:S:1:pos:R:3:nbo_charge:R:1
C -4.24610 -3.01922 1.73480 -0.66
C -4.18299 -1.80130 0.89983 0.15
C -4.18188 -0.68052 0.24377 -0.16
C -4.39068 0.41917 -0.52721 -0.33
H -5.40605 0.71312 -0.46652 0.25
H -4.42066 0.13777 -1.51639 0.27
N -3.50223 1.36028 0.00314 -0.24
C -3.31589 1.64025 1.17628 -0.45
H -4.30270 1.95347 1.62566 0.22
H -2.50076 2.31680 1.53760 0.26
H -3.07942 0.86195 1.75612 0.25
C -3.96675 2.87319 -0.82479 -0.32
H -3.98477 2.51204 -1.91169 0.24
H -4.78173 3.16924 -0.22866 0.22
H -3.13004 3.53340 -0.65760 0.22
C -2.15973 1.13254 -0.65400 -0.25
C -1.40487 -0.31275 -0.30987 -0.34
H -1.27347 -0.21480 0.78982 0.21
H -1.98836 -0.88516 -0.65675 0.18
C -0.14598 -0.28457 -0.99302 -0.40
C 0.52924 -1.63380 -0.78769 -0.31
C 1.69879 -1.84266 -1.38045 -0.45
C 2.92408 -0.77729 -1.40085 -0.37
C 3.42177 -0.64032 0.12534 -0.35
C 4.70184 0.39963 -0.28992 -0.32
C 5.34384 0.47182 1.34706 -0.40
C 6.49166 1.17556 1.34384 -0.49
H 6.26599 2.49562 0.89882 0.12
H 7.19458 0.89054 0.85269 0.16
H 6.89412 1.46612 2.42578 0.20
H 4.49591 0.99951 1.93967 0.19
H 5.50090 -0.54076 1.66436 0.20
H 4.46190 1.23426 -0.46241 0.15
H 5.46107 -0.33302 -0.69938 0.21
H 2.68573 -0.32555 0.60396 0.17
H 3.80768 -1.45710 0.40639 0.18
H 2.60344 0.07008 -2.02271 0.20
H 3.74229 -1.20237 -1.83928 0.20
H 2.19977 -2.85412 -1.18983 0.23
H 1.40104 -1.92077 -2.48536 0.18
H 0.92971 -1.65285 0.51769 0.11
H -0.26696 -2.38424 -0.57366 0.23
H 0.44063 0.47144 -0.86874 0.20
H -0.35119 -0.49393 -2.15942 0.19
H -2.33219 1.21779 -1.93580 0.22
H -1.25315 1.92047 -0.54707 0.26
H -4.82432 -3.87784 1.19082 0.27
H -3.14160 -3.53252 1.75586 0.26
H -4.66151 -2.76860 2.54977 0.22
```

Values from the calculation:
net charge: +1
LUMO level: -2.904 eV
2S+1: 1

***

Looking at energy above the lowest of the compared OMol25 structures with the same formula, charge and spin for the records above, in order, we have 1.0, 103.6, 69.6, 15.6, 120.9, 406.2 kcal per mole.